A cluster of 3 separate species, C20H21F5N2O3S in total, computed with ωB97M-V/def2-TZVPD.

Properties
Largest force on an atom = 0.06313 hartree/bohr
HOMO-LUMO gap = 8.5509 eV
SMILES = O=S1(=O)OCCC[C@H]1C(F)(F)c1cccc(C(F)(F)F)c1.c1cc[nH]c1.c1cc[nH]c1
E_HOMO = -8.139 eV
Spin multiplicity = 1

Geometry as XYZ:
```
52
Properties=species:S:1:pos:R:3:lowdin_charge:R:1
O 1.476 -1.362 -3.176 -0.246
S 2.560 -1.335 -2.247 0.639
O 3.154 -2.629 -2.119 -0.240
O 3.541 -0.199 -2.742 -0.198
C 4.611 0.128 -1.814 -0.170
C 4.475 -0.482 -0.423 -0.197
C 3.092 -0.294 0.228 -0.127
C 1.887 -0.772 -0.658 -0.190
C 0.804 0.306 -0.818 -0.457
F 0.748 1.118 0.280 0.101
F 1.152 1.107 -1.875 0.088
C -0.607 -0.200 -1.077 -0.106
C -1.041 -1.500 -0.910 -0.003
C -2.362 -1.804 -1.148 -0.054
C -3.269 -0.860 -1.535 -0.005
C -2.837 0.442 -1.711 -0.101
C -3.756 1.578 -2.115 -0.569
F -3.564 2.610 -1.244 0.114
F -5.039 1.214 -2.070 0.148
F -3.458 2.070 -3.324 0.161
C -1.520 0.746 -1.480 0.044
H 4.608 1.220 -1.704 0.132
H 5.576 -0.133 -2.258 0.130
H 5.192 0.049 0.217 0.120
H 4.788 -1.530 -0.373 0.108
H 3.011 0.746 0.556 0.122
H 3.069 -0.903 1.139 0.116
H 1.474 -1.668 -0.196 0.125
H -0.358 -2.273 -0.578 0.118
H -2.703 -2.824 -0.990 0.118
H -4.318 -1.093 -1.698 0.127
H -1.189 1.774 -1.613 0.144
C 5.316 -2.758 2.794 -0.116
C 6.428 -1.954 2.423 -0.124
C 6.539 -0.955 3.353 -0.142
N 5.537 -1.122 4.270 0.004
C 4.790 -2.220 3.939 -0.143
H 4.947 -3.630 2.281 0.093
H 7.071 -2.095 1.570 0.093
H 7.241 -0.144 3.442 0.106
H 5.375 -0.530 5.063 0.144
H 3.952 -2.522 4.545 0.106
C -8.650 2.719 -0.002 -0.113
C -8.538 2.205 1.319 -0.116
C -7.202 2.068 1.590 -0.144
N -6.505 2.474 0.485 0.004
C -7.379 2.876 -0.486 -0.148
H -9.559 2.947 -0.533 0.088
H -9.345 1.965 1.991 0.087
H -6.690 1.717 2.470 0.103
H -5.504 2.477 0.399 0.124
H -7.021 3.237 -1.436 0.105
```